*P*
154
Properties=species:S:1:pos:R:3 method="wB97M-V/def2-TZVPD" orbital_gap_ev=9.92 e_homo_ev=-10.432
C 0.62253 1.13416 0.38316
C -0.72165 1.00483 0.90418
O -1.17632 -0.29166 0.53839
S 0.00077 -1.26427 -0.08235
O -0.20831 -1.49122 -1.54177
O 0.22050 -2.47689 0.72213
O 1.16028 -0.20443 0.28756
H 1.32447 1.76064 0.93351
H 0.53589 1.52658 -0.63006
H -1.33207 1.81072 0.49672
H -0.81017 1.26845 1.95812
C 2.09662 -1.79699 3.47305
C 0.85575 -1.41160 4.30867
O 1.35399 -0.46766 5.21026
S 2.90671 0.04878 4.92239
O 3.59657 0.25155 6.22696
O 2.94793 1.15623 3.96043
O 3.25504 -1.34237 4.16487
H 1.98713 -1.43270 2.45157
H 2.19189 -2.88248 3.44572
H 0.57159 -2.26392 4.92584
H 0.02629 -0.96916 3.75699
C 4.54997 0.35246 -0.33915
C 5.48119 0.16509 -1.49293
O 6.60660 -0.33663 -0.82979
S 6.81147 0.34742 0.59840
O 7.78322 1.44384 0.56488
O 6.95308 -0.62608 1.64424
O 5.24189 0.88267 0.68090
H 4.14147 -0.58975 0.02617
H 3.74232 1.04628 -0.57245
H 5.69140 1.05268 -2.08968
H 4.89774 -0.62464 -1.96624
C 1.49911 -5.00430 -5.17614
C 2.17273 -3.83073 -5.95370
O 1.19138 -2.81388 -6.17357
S -0.15131 -3.01041 -5.23594
O -1.19328 -3.57559 -6.07544
O -0.41800 -1.86270 -4.38104
O 0.59127 -4.23492 -4.41376
H 2.27540 -5.30759 -4.47365
H 0.89104 -5.71148 -5.74026
H 2.53585 -4.09399 -6.94714
H 2.97206 -3.39333 -5.35550
C 2.36816 6.82997 -1.46309
C 1.51854 5.98165 -2.44789
O 2.31167 4.82242 -2.71013
S 3.16027 4.34280 -1.34234
O 4.37991 3.65062 -1.71598
O 2.29486 3.81703 -0.33860
O 3.39583 5.96804 -0.99274
H 1.83858 7.33318 -0.65413
H 2.78786 7.65107 -2.04425
H 1.41046 6.57378 -3.35664
H 0.48781 5.76625 -2.16632
C -2.24325 -4.29664 1.68508
C -3.42929 -5.10705 1.97893
O -2.92350 -6.48153 1.94761
S -1.54048 -6.53112 2.82001
O -0.57980 -7.46374 2.30898
O -1.84400 -6.63925 4.24921
O -1.20140 -4.89972 2.41560
H -2.39680 -3.27105 2.02079
H -2.05051 -4.18646 0.61793
H -4.20010 -4.91169 1.23343
H -3.87133 -4.76544 2.91488
C -2.21476 -4.53187 -2.41664
C -3.34406 -3.78837 -3.11421
O -4.50357 -4.34523 -2.53789
S -4.30293 -5.82995 -1.87118
O -4.45661 -6.79329 -2.97189
O -5.05390 -6.00487 -0.69341
O -2.72144 -5.54578 -1.57235
H -1.69012 -3.83914 -1.75864
H -1.63872 -5.09350 -3.15206
H -3.47045 -3.91543 -4.18938
H -3.22271 -2.71929 -2.93976
C -5.57486 0.50215 4.88800
C -4.61788 1.56967 5.40834
O -3.43266 0.90188 5.53958
S -3.20982 -0.34267 4.46075
O -2.30021 -1.36234 4.99497
O -2.96209 0.22914 3.15585
O -4.83822 -0.63962 4.56657
H -6.08475 0.84929 3.98934
H -6.39709 0.21354 5.54278
H -4.96893 1.68123 6.43422
H -4.67071 2.44250 4.75759
C -1.45085 0.92459 -3.86265
C -2.40204 0.81299 -2.66676
O -3.11203 2.00071 -2.84539
S -2.04343 3.27717 -3.04015
O -1.32390 3.42452 -1.75126
O -2.64068 4.48200 -3.64481
O -1.11012 2.29741 -4.03147
H -1.86515 0.54158 -4.79525
H -0.53237 0.35319 -3.72845
H -1.83067 0.73686 -1.74164
H -3.09937 -0.02447 -2.68927
C 2.27761 2.28622 -5.13713
C 3.68896 2.26314 -4.66242
O 3.93699 1.06141 -4.00746
S 2.57082 0.10736 -3.88335
O 1.71505 0.37863 -2.67289
O 2.96913 -1.23272 -4.25301
O 1.99035 0.93102 -5.21524
H 2.23879 2.64297 -6.16635
H 1.59031 2.85643 -4.51215
H 3.89458 3.13394 -4.03990
H 4.38013 2.37217 -5.49817
C -0.20828 5.64376 0.80310
C -0.50671 6.50236 2.06075
O -1.55568 5.81898 2.81019
S -2.01880 4.41143 2.01729
O -3.02523 4.76550 1.04250
O -2.23917 3.24186 2.90082
O -0.57504 4.37224 1.19502
H 0.86642 5.64877 0.62124
H -0.72946 5.89264 -0.12130
H -0.84422 7.48591 1.73393
H 0.39751 6.51719 2.66924
C 3.22843 -3.68975 -1.87299
C 2.51388 -4.72202 -0.98871
O 2.97331 -4.32942 0.28083
S 4.47594 -3.64670 0.38600
O 5.54451 -4.64638 0.33125
O 4.36794 -2.68643 1.52796
O 4.09272 -2.89672 -1.09716
H 2.46038 -2.99766 -2.21828
H 3.74921 -3.98269 -2.78462
H 2.64377 -5.78181 -1.20798
H 1.46900 -4.41185 -1.00003
C -6.26040 -0.14082 -1.08376
C -5.48529 1.01376 -0.39277
O -4.82091 0.32392 0.75331
S -4.59052 -1.28391 0.59208
O -4.70434 -2.08438 1.81752
O -3.39264 -1.52381 -0.23207
O -5.98476 -1.39360 -0.38240
H -5.90083 -0.42110 -2.07384
H -7.31085 0.13186 -1.18521
H -6.11175 1.87870 -0.17475
H -4.66650 1.36238 -1.02218
C 0.16860 3.11325 5.12194
C 1.05017 4.19242 4.49642
O 2.25755 4.14078 5.18990
S 2.09157 3.60848 6.74176
O 1.61138 4.71590 7.54885
O 3.21120 2.81229 7.26314
O 0.94240 2.61707 6.26263
H -0.03946 2.30834 4.41700
H -0.72542 3.63548 5.46269
H 0.72302 5.23125 4.54001
H 1.34625 3.86323 3.50039

***

*Q*
154
Properties=species:S:1:pos:R:3 method="wB97M-V/def2-TZVPD" orbital_gap_ev=10.10 e_homo_ev=-10.592
C 1.89480 -2.97131 -5.73317
C 1.03824 -1.75237 -6.11761
O 1.56623 -0.72288 -5.29992
S 1.61215 -1.31737 -3.75138
O 0.35284 -1.71318 -3.12807
O 2.62036 -0.62261 -3.02164
O 2.19169 -2.77040 -4.35256
H 2.88699 -2.99845 -6.18365
H 1.36229 -3.91608 -5.84235
H 0.01104 -2.00560 -5.85524
H 1.19993 -1.64521 -7.19022
C 1.03103 0.74063 -0.70365
C -0.15299 1.30396 0.12854
O -0.42939 0.25047 1.05610
S -0.09288 -1.19915 0.51938
O -1.09043 -1.56670 -0.53835
O 0.15596 -2.13250 1.64465
O 1.31855 -0.58098 -0.15499
H 1.94162 1.33293 -0.61356
H 0.56491 0.74874 -1.68893
H -1.11310 1.30125 -0.38748
H 0.07203 2.17895 0.73835
C 0.01346 0.75316 4.16643
C -1.07695 0.21678 5.10519
O -0.98219 0.88570 6.34774
S 0.58596 1.45677 6.54193
O 1.44152 0.42681 7.18678
O 0.48692 2.79436 7.13681
O 0.92863 1.46613 4.92242
H -0.35115 1.37763 3.35084
H 0.55300 -0.13601 3.84030
H -1.15911 -0.85070 5.30969
H -2.03658 0.53676 4.69918
C -0.04743 -5.89261 -1.70547
C 0.74744 -4.62704 -1.35271
O 1.92720 -4.70799 -2.19775
S 2.07852 -6.21567 -2.99032
O 2.97924 -7.15398 -2.28049
O 2.32269 -6.05372 -4.39976
O 0.51188 -6.70177 -2.66254
H -1.08457 -5.67042 -1.95662
H -0.03950 -6.53308 -0.82352
H 1.05754 -4.58039 -0.30880
H 0.22317 -3.70298 -1.59636
C -4.04011 -4.26399 5.14251
C -4.03500 -4.91460 3.76871
O -2.81214 -5.57632 3.74214
S -1.64501 -4.64954 4.39941
O -1.39212 -3.43421 3.60401
O -0.55391 -5.42824 4.88370
O -2.74365 -4.28981 5.60852
H -4.68441 -4.79675 5.84191
H -4.50878 -3.28179 5.08150
H -4.23062 -4.25973 2.91961
H -4.71516 -5.76607 3.74683
C -4.99550 5.08666 2.24279
C -3.91810 6.12167 2.13777
O -2.74587 5.54017 2.68232
S -2.70371 3.91219 2.05691
O -2.25049 2.97094 3.12551
O -2.15032 3.87785 0.70485
O -4.41131 3.87078 1.84089
H -5.76248 5.45315 1.56049
H -5.33411 5.16926 3.27556
H -4.16990 7.04845 2.65331
H -3.81058 6.45791 1.10652
C 4.29083 -2.27552 -0.82446
C 5.57293 -1.92231 -1.58580
O 6.51570 -2.82465 -1.16165
S 5.97470 -4.22075 -0.56764
O 6.83516 -4.55188 0.57967
O 5.77951 -5.26205 -1.60161
O 4.51584 -3.55103 -0.16417
H 3.47658 -2.52050 -1.50645
H 3.92936 -1.46610 -0.19021
H 6.01372 -0.92685 -1.53240
H 5.51441 -2.38967 -2.56879
C -3.05570 -0.32108 2.12301
C -3.82407 -0.88167 0.88917
O -5.14445 -0.38567 1.15805
S -5.57850 -0.53105 2.73320
O -5.80082 -1.89934 3.17280
O -6.51567 0.48058 3.11052
O -3.99764 -0.09209 3.12192
H -2.55543 0.63984 2.00270
H -2.26490 -1.03582 2.35075
H -4.02672 -1.95177 0.93313
H -3.37957 -0.57514 -0.05770
C -3.66737 -1.43106 -4.84078
C -3.57676 -1.87031 -3.32037
O -3.80278 -3.26207 -3.31054
S -3.03991 -3.82172 -4.65396
O -3.45727 -5.18198 -5.12836
O -1.58368 -3.72791 -4.42921
O -3.69828 -2.63115 -5.58068
H -2.85477 -0.83643 -5.25815
H -4.62454 -0.91562 -4.91997
H -4.39739 -1.39812 -2.78029
H -2.59913 -1.64768 -2.89286
C 4.58767 3.05104 -0.56271
C 5.03516 1.56274 -0.74248
O 5.61570 1.61528 -2.01824
S 6.71850 2.78100 -2.07823
O 7.02568 3.33195 -3.40672
O 7.89252 2.35199 -1.21447
O 5.58010 3.73236 -1.24177
H 4.48709 3.30689 0.49205
H 3.58163 3.10366 -0.97892
H 4.40132 0.70137 -0.95315
H 5.77330 1.28739 0.01080
C -6.01220 1.52951 -2.10501
C -5.38490 2.35349 -0.93995
O -4.29892 3.09341 -1.52842
S -3.71138 2.30032 -2.85444
O -2.59929 1.46533 -2.59799
O -3.73718 3.23354 -3.96474
O -5.01983 1.25868 -2.99599
H -6.87488 2.09792 -2.45256
H -6.49581 0.56296 -1.96356
H -4.91285 1.70300 -0.20365
H -6.04788 3.08657 -0.48044
C 3.31704 -2.85228 2.88009
C 4.81415 -2.56821 3.08128
O 5.07384 -1.20621 2.64058
S 3.78782 -0.21052 3.04568
O 3.55777 0.73712 1.96717
O 3.98650 0.15778 4.39614
O 2.73498 -1.51252 2.94389
H 2.92202 -3.52670 3.63984
H 3.08682 -3.36454 1.94591
H 5.23632 -3.27994 2.37184
H 5.00323 -2.60527 4.15411
C 0.87676 4.17822 -5.91842
C -0.19533 4.96322 -5.06360
O 0.15350 4.73051 -3.69309
S 1.66717 4.03757 -3.48788
O 1.71507 2.56324 -3.16728
O 2.54438 4.87426 -2.64123
O 2.03314 4.29214 -5.08926
H 1.10685 4.70146 -6.84652
H 0.59445 3.15884 -6.18159
H -1.22372 4.63809 -5.22105
H -0.10500 6.03463 -5.24252
C 1.11277 5.44155 4.61236
C 0.92302 6.01538 3.19821
O 1.51603 5.25291 2.23413
S 2.40528 3.95958 2.84681
O 3.79475 4.09706 2.49817
O 1.68470 2.72535 2.53485
O 2.09589 4.39797 4.41539
H 0.27802 4.87358 5.02309
H 1.23662 6.11144 5.46325
H 1.40336 6.99160 3.26445
H -0.12340 5.99300 2.89393

***

In terms of stability, *P* leads; the second structure lies 0.0517 hartree higher.

***

*P*
10
Properties=species:S:1:pos:R:3 method="wB97M-V/def2-TZVPD" orbital_gap_ev="9.12 / 8.28" e_homo_ev="-8.854 / -8.370"
C 1.25136 0.10361 -1.11491
C -0.04713 0.21555 -1.27016
C -1.10232 -0.10163 1.05799
O -0.00518 -0.01998 1.86509
F -0.65299 0.96888 -2.26784
H 1.82685 0.28798 -1.96522
H 1.49870 -0.37459 -0.18529
H -1.57335 -1.03017 0.83039
H -1.74409 0.80519 1.28152
H 0.54814 -0.85485 1.76844

***

*Q*
10
Properties=species:S:1:pos:R:3 method="wB97M-V/def2-TZVPD" orbital_gap_ev=10.95 e_homo_ev=-10.008
C 0.00636 -1.04064 0.78506
C -0.36864 -0.27105 -0.45717
O -0.79444 -0.81108 -1.44738
C 0.06520 1.20466 -0.58143
F 1.31408 1.35372 -0.01038
H -0.06836 -0.39644 1.68167
H 1.03197 -1.32553 0.68815
H -0.57804 -1.93290 1.00294
H -0.63964 1.85698 -0.02140
H 0.03151 1.36228 -1.64005

***

In terms of stability, *Q* leads; the second structure lies 0.1673 hartree higher.

***

*P*
18
Properties=species:S:1:pos:R:3 method="wB97M-V/def2-TZVPD" orbital_gap_ev=10.22 e_homo_ev=-9.697
N -0.67876 -0.16857 -0.97064
C -0.49802 1.00512 -0.50662
N 0.21179 1.29352 0.61765
N -0.88166 2.22255 -1.23339
H -1.32004 -0.15798 -1.75659
H 0.63184 2.20181 0.66336
H 0.28301 0.74529 1.48119
H -1.87038 2.02490 -1.44930
H -1.16841 2.85338 -0.47204
O 0.27606 -0.57329 2.67080
H -0.12974 -1.32807 2.22761
H 0.70774 -0.92588 3.45101
O 3.09361 -1.06746 -2.29733
H 2.58658 -0.34267 -2.68144
H 2.53055 -1.43660 -1.61102
O -0.95540 -2.42509 0.64319
H -1.86946 -2.41089 0.98370
H -0.94931 -1.51008 0.23986

***

*Q*
18
Properties=species:S:1:pos:R:3 method="wB97M-V/def2-TZVPD" orbital_gap_ev=9.96 e_homo_ev=-9.467
N -1.22445 -0.58242 -0.01836
C -0.20484 -0.79138 0.73405
N 0.44553 0.13932 1.50896
N 0.48816 -1.97496 0.61418
H -1.52319 0.37025 0.18568
H 0.03546 1.05000 1.52710
H 1.42947 -0.04804 1.63749
H 0.16663 -2.59935 -0.11143
H 1.49838 -1.91012 0.62044
O 3.09089 0.71212 0.21314
H 3.49437 1.56627 0.39278
H 2.43330 0.89349 -0.48672
O -4.22557 0.56886 -0.74822
H -3.26998 0.45332 -0.71316
H -4.50274 0.63688 0.16956
O 0.99058 0.56712 -1.80654
H 0.38520 1.08956 -2.34104
H 0.49281 -0.14091 -1.37792

***

In terms of stability, *Q* leads; the second structure lies 0.0093 hartree higher.